Record 1
{
  "formula": "C28H29MnN6O4Si",
  "method": "the ωB97M-V functional and the def2-TZVPD basis",
  "homo_lumo_gap_ha": [0.14898, 0.24187],
  "charge": 1,
  "multiplicity": 6,
  "total_energy_ev": -85828.12524,
  "lumo_energy_ev": [-3.45, -3.18],
  "s2": 8.864,
  "largest_force_ev_per_a": 3.83,
  "de_lowest_kj_mol": 99.6,
  "species": ["Mn", "C", "N", "C", "C", "N", "C", "C", "C", "C", "C", "C", "N", "C", "N", "C", "C", "C", "C", "C", "C", "N", "H", "H", "H", "H", "H", "H", "H", "H", "H", "H", "H", "H", "H", "H", "H", "O", "C", "O", "C", "C", "C", "C", "C", "N", "C", "O", "O", "H", "H", "H", "H", "H", "C", "Si", "C", "C", "C", "C", "H", "H", "H", "H", "H", "H", "H", "H", "H"],
  "xyz": [[-0.628596, -0.097457, 0.326103], [-1.132996, -1.378857, 2.931703], [-0.860496, -0.043757, 2.411103], [0.039504, 0.818343, 3.204103], [0.447704, 1.912643, 2.290303], [0.732704, 1.608943, 0.975903], [0.890604, 2.813643, 0.294103], [1.335804, 3.064343, -0.990397], [1.445604, 4.398243, -1.359797], [1.096504, 5.424443, -0.490797], [0.629104, 5.174043, 0.789803], [0.536604, 3.846643, 1.178403], [0.215604, 3.260043, 2.377903], [-2.087696, -1.991957, 1.957603], [-2.286096, -1.475157, 0.768303], [-3.184396, -2.303657, 0.133003], [-3.712296, -2.260857, -1.153597], [-4.604296, -3.253857, -1.500697], [-4.962496, -4.269657, -0.609597], [-4.432696, -4.340857, 0.663003], [-3.539596, -3.344357, 1.019103], [-2.817796, -3.112257, 2.169503], [-1.548796, -1.367257, 3.951803], [-0.202496, -1.961857, 2.941203], [-1.763896, 0.442143, 2.362103], [0.904804, 0.211843, 3.501603], [-0.437696, 1.221343, 4.106103], [1.598004, 2.254743, -1.653097], [1.815004, 4.641443, -2.342197], [1.212804, 6.447843, -0.808197], [0.366204, 5.970843, 1.463303], [-0.111696, 3.736143, 3.200803], [-3.419196, -1.487757, -1.846197], [-5.031696, -3.256057, -2.490997], [-5.669996, -5.020757, -0.923297], [-4.692696, -5.133457, 1.347303], [-2.833696, -3.666357, 3.010503], [1.065304, -2.876857, -1.958797], [0.294704, -1.923957, -1.414897], [0.153604, -1.850657, -0.151697], [-0.387196, -0.990257, -2.237997], [-0.628996, -0.986157, -3.625397], [-1.489396, -0.013157, -4.136297], [-2.089596, 0.918443, -3.313197], [-1.790396, 0.893643, -1.918697], [-0.911496, -0.034457, -1.453997], [-2.271896, 1.666043, -0.856597], [-3.147896, 2.693443, -0.987697], [-1.872396, 1.396243, 0.336103], [1.463904, -3.413257, -1.259497], [-0.191896, -1.743857, -4.247597], [-1.705796, -0.007057, -5.193997], [-2.792096, 1.635743, -3.707797], [-3.467596, 2.750643, -1.896397], [4.866804, 1.158243, 1.176603], [4.242404, -0.416657, 0.282603], [4.868104, -0.510257, -1.502197], [4.625404, -2.009757, 1.246103], [2.411304, -0.117057, 0.289703], [1.337504, 0.451443, 0.544603], [5.948204, 1.178643, 1.262303], [4.457404, 1.235043, 2.180103], [4.562904, 2.047243, 0.630403], [5.947204, -0.623757, -1.518297], [4.625904, 0.388143, -2.059497], [4.441204, -1.352157, -2.036497], [5.693204, -2.107657, 1.418303], [4.303604, -2.885457, 0.691103], [4.132704, -2.032057, 2.213303]],
  "atomic_forces_ev_per_a": [[-0.465, -1.901, 1.489], [0.128, -0.450, 0.281], [-0.436, 0.544, 0.398], [0.271, -0.296, 0.299], [-0.799, 0.629, -1.456], [1.739, 2.589, 2.215], [-0.353, 0.873, 0.157], [0.022, 0.211, -0.058], [-0.001, -0.624, -0.112], [-0.153, 0.194, 0.533], [0.028, -0.017, -0.136], [0.304, -0.095, -0.957], [0.353, -1.748, 0.174], [-0.301, 0.114, -0.316], [-0.098, -0.054, 0.789], [-0.284, -0.637, 0.372], [0.023, -0.025, 0.108], [0.065, 0.108, -0.119], [-0.019, -0.094, 0.164], [-0.030, -0.050, 0.033], [-0.044, 0.275, -0.718], [0.167, 0.017, 0.332], [0.086, 0.000, -0.200], [-0.072, 0.147, 0.042], [0.181, -0.061, -0.192], [-0.086, 0.183, -0.019], [0.127, -0.088, -0.089], [0.034, -0.076, -0.088], [0.022, 0.021, -0.134], [-0.038, 0.117, -0.064], [-0.038, 0.190, 0.084], [-0.054, -0.025, 0.095], [0.008, 0.125, -0.102], [-0.053, 0.010, -0.099], [-0.055, -0.084, -0.057], [-0.084, -0.103, 0.025], [-0.004, 0.042, -0.080], [0.176, -0.130, -0.219], [-0.099, 0.103, -0.681], [0.253, -0.562, 0.328], [0.549, -0.909, 0.259], [-0.298, 0.297, -0.531], [0.427, -0.516, 0.105], [-0.232, 0.313, 0.321], [-0.144, 0.132, -0.373], [-0.234, 0.701, -1.379], [-0.475, 0.374, -0.487], [0.262, -0.239, 0.203], [-0.462, 0.824, 0.257], [-0.208, 0.116, 0.043], [0.083, -0.130, -0.148], [-0.028, 0.006, -0.083], [-0.031, 0.097, -0.088], [0.108, -0.039, -0.001], [-0.118, -0.667, -0.352], [0.407, 0.070, 0.033], [-0.241, 0.038, 0.665], [-0.167, 0.623, -0.359], [0.305, 0.226, 0.116], [-0.020, -0.660, -0.195], [0.248, -0.041, -0.005], [-0.103, -0.086, 0.168], [-0.074, 0.101, -0.163], [0.233, -0.023, 0.053], [-0.082, 0.221, -0.051], [-0.138, -0.194, -0.033], [0.200, 0.038, -0.006], [-0.083, -0.122, -0.147], [-0.103, 0.077, 0.156]]
}

=====

Record 2
{
  "formula": "C28H29N3O4",
  "method": "the ωB97M-V functional and the def2-TZVPD basis",
  "homo_lumo_gap_ha": 0.33187,
  "smiles": "COCCCNC(=O)c1ccc(Cn2c(=O)c3ccccc3n(Cc3ccccc3C)c2=O)cc1",
  "charge": 0,
  "multiplicity": 1,
  "total_energy_ev": -42169.43308,
  "lumo_energy_ev": 0.25,
  "largest_force_ev_per_a": 0.73,
  "de_lowest_kj_mol": 5.6,
  "species": ["C", "O", "C", "C", "C", "N", "C", "O", "C", "C", "C", "C", "C", "N", "C", "O", "C", "C", "C", "C", "C", "C", "N", "C", "C", "C", "C", "C", "C", "C", "C", "C", "O", "C", "C", "H", "H", "H", "H", "H", "H", "H", "H", "H", "H", "H", "H", "H", "H", "H", "H", "H", "H", "H", "H", "H", "H", "H", "H", "H", "H", "H", "H", "H"],
  "xyz": [[-2.926972, -1.716370, -0.158927], [-3.622306, -1.036260, -1.170876], [-5.017239, -1.262129, -1.125098], [-5.712996, -0.264722, -2.048203], [-5.829089, 1.118436, -1.397948], [-4.546866, 1.639759, -0.993406], [-4.100181, 1.522560, 0.280903], [-4.819324, 1.193596, 1.206716], [-2.672267, 1.909820, 0.477929], [-1.681760, 1.618440, -0.453952], [-0.372961, 1.995589, -0.217703], [-0.026976, 2.663677, 0.950008], [1.387604, 3.114248, 1.195030], [2.370449, 2.172081, 0.676639], [3.169427, 2.564293, -0.382646], [3.063716, 3.666345, -0.880191], [4.131731, 1.554059, -0.818982], [5.013807, 1.879992, -1.849702], [5.942565, 0.966954, -2.292382], [5.989937, -0.287736, -1.696805], [5.122193, -0.628221, -0.680546], [4.169352, 0.287046, -0.216737], [3.284192, 0.004752, 0.803349], [3.174312, -1.310270, 1.428334], [2.080158, -2.133778, 0.785378], [2.133045, -2.366303, -0.584052], [1.162090, -3.116768, -1.220918], [0.119799, -3.647464, -0.483377], [0.053958, -3.408730, 0.876798], [1.017823, -2.650860, 1.531610], [0.884178, -2.398305, 3.001713], [2.389826, 0.935092, 1.288488], [1.659005, 0.690909, 2.224192], [-1.012472, 2.927975, 1.892305], [-2.320230, 2.550939, 1.661205], [-1.870226, -1.490681, -0.288997], [-3.080384, -2.800166, -0.234631], [-3.249723, -1.381041, 0.833749], [-5.231870, -2.294956, -1.444214], [-5.383286, -1.137483, -0.096537], [-6.712504, -0.628129, -2.287746], [-5.135808, -0.195099, -2.972245], [-6.298753, 1.820309, -2.094265], [-6.435775, 1.052321, -0.491290], [-3.869264, 1.791018, -1.723264], [-1.920173, 1.063444, -1.349814], [0.386762, 1.768561, -0.952989], [1.577136, 4.061657, 0.679806], [1.556094, 3.240079, 2.267812], [4.937084, 2.867941, -2.277340], [6.625114, 1.218311, -3.088540], [6.715037, -1.014545, -2.031689], [5.195979, -1.616036, -0.255730], [2.947906, -1.137595, 2.480267], [4.133423, -1.824016, 1.363084], [2.943753, -1.952825, -1.166332], [1.222821, -3.286056, -2.285559], [-0.642128, -4.240446, -0.966698], [-0.769027, -3.813845, 1.447686], [-0.032072, -2.844437, 3.378975], [1.723465, -2.822744, 3.552025], [0.849285, -1.326237, 3.191040], [-0.750299, 3.428003, 2.812860], [-3.090106, 2.746040, 2.392460]],
  "atomic_forces_ev_per_a": [[0.086, -0.064, 0.114], [-0.076, 0.139, -0.222], [-0.208, -0.106, -0.171], [0.225, 0.055, 0.462], [-0.225, -0.222, -0.139], [-0.003, 0.202, -0.216], [0.053, 0.249, -0.265], [-0.093, -0.137, 0.264], [0.250, -0.060, 0.172], [-0.133, 0.041, 0.068], [0.107, 0.127, 0.057], [-0.116, -0.051, -0.050], [-0.067, 0.287, 0.129], [-0.182, 0.258, 0.050], [0.057, 0.084, -0.060], [0.048, -0.034, -0.071], [0.244, -0.264, -0.144], [-0.093, -0.066, 0.124], [0.038, 0.035, -0.054], [-0.065, 0.085, 0.018], [-0.024, -0.136, 0.128], [0.323, 0.459, -0.462], [-0.069, -0.027, 0.255], [-0.139, -0.210, 0.169], [-0.013, -0.055, 0.004], [0.000, -0.019, 0.010], [0.003, -0.009, -0.099], [-0.006, -0.040, -0.026], [0.009, -0.025, -0.045], [0.028, -0.035, -0.069], [-0.001, 0.070, 0.051], [0.241, -0.138, 0.062], [-0.139, 0.019, 0.101], [0.077, 0.009, -0.140], [-0.146, -0.045, -0.091], [0.003, -0.063, 0.058], [0.042, -0.025, 0.013], [0.009, -0.012, 0.015], [0.033, 0.093, 0.069], [0.019, -0.023, -0.036], [-0.033, -0.020, -0.075], [-0.052, -0.061, -0.109], [-0.020, -0.036, 0.122], [0.000, 0.069, -0.161], [0.025, 0.043, 0.155], [-0.050, -0.059, -0.098], [0.063, -0.046, -0.060], [-0.004, -0.199, 0.169], [-0.028, 0.012, -0.139], [-0.010, 0.074, -0.030], [0.057, 0.035, -0.073], [0.048, -0.074, -0.010], [-0.043, -0.056, 0.031], [0.143, -0.080, -0.153], [-0.058, 0.125, 0.043], [0.057, 0.026, -0.059], [0.002, -0.019, -0.092], [-0.085, -0.047, -0.043], [-0.092, -0.031, 0.085], [-0.032, -0.050, 0.060], [0.022, -0.004, 0.115], [0.025, 0.021, 0.101], [0.035, 0.040, 0.122], [-0.068, -0.009, 0.066]]
}

=====

Record 3
{
  "formula": "C28H29N4O2OsS2",
  "method": "the ωB97M-V functional and the def2-TZVPD basis",
  "homo_lumo_gap_ha": [0.21973, 0.16448],
  "charge": 3,
  "multiplicity": 5,
  "total_energy_ev": -63667.78473,
  "lumo_energy_ev": [-10.12, -11.60],
  "s2": 6.027,
  "largest_force_ev_per_a": 5.14,
  "de_lowest_kj_mol": 173.3,
  "species": ["Os", "C", "C", "N", "N", "C", "O", "C", "C", "C", "C", "C", "C", "C", "C", "C", "C", "C", "N", "H", "H", "H", "H", "H", "H", "H", "H", "H", "H", "H", "H", "C", "S", "C", "O", "H", "H", "H", "H", "H", "H", "N", "S", "C", "C", "C", "C", "C", "C", "C", "C", "C", "C", "C", "C", "H", "H", "H", "H", "H", "H", "H", "H", "H", "H", "H"],
  "xyz": [[0.510981, 0.619800, -0.220101], [1.689799, 4.768185, -0.482337], [1.629033, 3.266873, -0.680023], [0.449702, 2.637402, -0.678826], [-0.721343, 3.298969, -0.632956], [-1.703370, 2.458965, -0.504669], [-1.570618, 1.138364, -0.417145], [-3.071095, 2.999784, -0.454655], [-4.123461, 2.073042, -0.295006], [-5.386857, 2.572796, -0.000252], [-5.580859, 3.932734, 0.052359], [-4.562264, 4.843471, -0.148084], [-3.300542, 4.355741, -0.499582], [2.775985, 2.448085, -0.715950], [4.152666, 2.765168, -0.912781], [5.078704, 1.733364, -0.879235], [4.733606, 0.388270, -0.761728], [3.391605, 0.145565, -0.515314], [2.431983, 1.094993, -0.607436], [0.697819, 5.133114, -0.795238], [2.491364, 5.154075, -1.154919], [1.964393, 5.159132, 0.520096], [-3.955236, 1.002644, -0.431324], [-6.204227, 1.902024, 0.146132], [-6.564528, 4.335157, 0.345672], [-4.712936, 5.882414, -0.035500], [-2.499535, 5.054366, -0.780261], [4.510710, 3.803235, -1.049337], [6.160225, 1.947706, -1.044673], [5.425781, -0.414025, -0.779123], [3.099561, -0.905339, -0.491062], [-1.886673, 0.320117, 2.698459], [-0.618281, 1.628028, 2.823498], [0.307980, 1.033063, 4.254503], [0.519679, 1.442119, 1.714162], [-1.617943, -0.393907, 3.443847], [-1.932217, -0.021170, 1.681651], [-2.837380, 0.815563, 2.937320], [-0.366703, 0.812380, 5.065679], [0.913987, 1.885608, 4.498055], [0.894000, 0.190437, 3.848032], [0.353012, -0.741590, -1.431225], [-0.916545, -2.261155, -1.199861], [-0.064469, -2.805257, 0.298277], [1.299396, -2.983151, 0.306981], [1.988756, -3.287623, 1.481023], [1.329393, -3.237022, 2.695468], [-0.054629, -3.000170, 2.684839], [-0.754223, -2.840285, 1.499204], [-0.411710, -3.745445, -2.119218], [-0.556303, -4.985239, -1.500504], [-0.078073, -6.151276, -2.154736], [0.537279, -6.039468, -3.368448], [0.649126, -4.788344, -4.019503], [0.150852, -3.658433, -3.390801], [0.542312, -0.663417, -2.458570], [1.902751, -2.815047, -0.600205], [3.051362, -3.522553, 1.433862], [1.843869, -3.421276, 3.640533], [-0.604265, -2.982639, 3.584946], [-1.835266, -2.897493, 1.484049], [-1.019182, -5.060788, -0.502206], [-0.135599, -7.107704, -1.681880], [0.853113, -6.935362, -3.876613], [1.203094, -4.696932, -4.955181], [0.112460, -2.680665, -3.912201]],
  "atomic_forces_ev_per_a": [[-2.599, 3.356, 1.510], [0.289, -0.102, -1.317], [-2.708, 2.210, 1.111], [2.589, 1.197, -0.322], [0.873, -0.202, 0.155], [-1.744, 0.171, -0.436], [2.427, -0.316, 0.337], [0.367, -1.863, -0.245], [-0.282, 0.461, 0.276], [0.834, -0.718, -0.670], [-1.172, 1.180, 1.031], [0.998, -1.248, -0.676], [-0.103, 1.492, 0.358], [2.090, -2.584, -0.599], [-1.571, 0.470, 0.623], [1.865, -0.370, -0.806], [-1.487, 1.669, 0.866], [0.280, -0.758, -1.587], [1.687, -0.169, 0.935], [0.635, 0.281, 0.250], [-0.690, -0.045, 0.293], [-0.347, -0.777, -0.311], [-0.010, 0.384, 0.291], [-0.426, -0.285, 0.044], [0.478, -0.364, -0.280], [-0.276, 0.920, -0.128], [-0.341, -0.411, 0.432], [-0.512, -0.724, 0.137], [-1.011, 0.118, 0.182], [0.600, -0.453, -0.002], [-0.439, 0.432, 0.379], [0.190, 1.324, 0.132], [0.312, 0.083, -0.179], [-0.057, 0.097, -1.208], [-0.984, -0.831, 0.281], [-0.066, -0.841, 0.166], [0.034, -0.342, -0.362], [0.245, -0.108, 0.010], [-0.190, -0.239, 0.240], [0.570, 0.145, 0.352], [-0.252, 0.239, 0.584], [-1.075, -3.943, -3.110], [2.189, -0.187, 0.509], [-0.569, 0.953, 0.542], [1.572, 0.131, -0.772], [0.147, 0.218, -0.287], [-0.843, -0.064, 0.205], [0.780, -0.228, -0.566], [-0.430, -0.365, -0.040], [0.255, -0.188, -0.584], [0.084, -0.646, 0.692], [-0.588, 1.551, 0.868], [0.019, 0.763, -1.249], [0.251, -0.318, 0.570], [-0.281, 1.140, -0.735], [-0.477, -0.020, 0.954], [-0.532, -0.492, 0.294], [-0.230, 0.145, -0.007], [-0.114, 0.071, -0.335], [-0.465, -0.164, 0.969], [-0.106, 0.471, 0.207], [0.357, -0.100, -0.624], [-0.290, -0.340, 0.309], [0.336, -0.069, -0.043], [-0.479, -0.073, 0.141], [0.392, -0.722, 0.247]]
}